ORCA calculation (ωB97M-V/def2-TZVPD) on a gas-phase ion, C4H11N2 (charge +1).

Geometry as XYZ:
```
17
Properties=species:S:1:pos:R:3:forces:R:3
C 1.102235 1.251611 0.421296 -0.1 2.2 2.6
C -0.355187 0.837143 0.663762 0.0 0.2 -0.3
C -0.687558 -0.210962 -0.381175 0.5 0.1 -1.5
C -1.818870 -0.935183 -0.531452 2.5 -0.1 1.3
N -1.877276 -1.919999 -1.519495 -1.2 -0.1 -0.2
N 2.190796 0.194722 0.700843 -0.4 2.1 -0.4
H 1.327262 2.048585 1.169119 -0.1 -0.5 -0.5
H 1.275440 1.734636 -0.515601 0.1 -0.3 -0.9
H -0.508111 0.515463 1.714394 0.3 -0.2 -0.4
H -0.963419 1.793153 0.650520 0.7 -0.9 -0.5
H 0.139411 -0.333623 -1.183697 -1.5 0.1 1.1
H -2.456957 -0.905020 0.341198 -0.8 -0.2 -0.3
H -1.996513 -1.486382 -2.431231 0.1 -0.5 0.0
H -2.576173 -2.661855 -1.364216 0.4 0.9 -0.2
H 1.700682 -0.454395 1.299847 0.5 -1.0 0.1
H 2.509424 -0.142633 -0.203934 0.0 -0.9 0.3
H 2.994820 0.674738 1.169816 -0.8 -0.8 -0.3
```
Positions in Å, forces in eV/Å.

The value obtained for the LUMO energy is -0.13398 Ha. As for the HOMO-LUMO gap: 8.31 eV. The value obtained for the energy above the lowest of the compared OMol25 structures with the same formula, charge and spin is 50.66 kcal/mol. The SMILES is N/C=C/CC[NH3+]. Its charge is +1. The calculation puts the HOMO energy at -11.9537 eV.

Here are the natural (NBO) charges for atoms 1 to 8, given in e: number 1, C, carries -0.22; number 2, C, carries -0.47; number 3, C, carries -0.31; number 4, C, carries 0.04; number 5, N, carries -0.82; number 6, N, carries -0.69; number 7, H, carries 0.22; number 8, H, carries 0.23

***

ORCA calculation (ωB97M-V/def2-TZVPD) on a molecular structure, C29H32BClO2PYb.

Geometry as XYZ:
```
67
Properties=species:S:1:pos:R:3:forces:R:3
C -0.947319 -2.047763 2.367332 -0.2 -1.5 0.0
C -0.882802 -2.774966 1.149128 0.0 -0.1 0.5
C 0.482614 -3.058575 0.871765 0.1 -0.5 -0.1
H -1.736259 -3.151421 0.585850 0.3 0.4 0.0
C 1.260190 -2.549662 1.946027 0.0 -1.1 1.0
C 0.371466 -1.936420 2.875448 0.6 -1.6 0.6
H 0.658107 -1.585140 3.866745 -0.2 0.1 -0.5
H -1.864400 -1.751952 2.870107 0.4 0.0 -0.2
H 0.854103 -3.635132 0.024671 -0.1 0.2 0.2
H 2.344767 -2.619222 2.050658 -0.4 0.0 0.0
Yb 0.481747 -0.631616 0.888836 -1.4 3.1 -0.8
Cl 2.301751 0.926128 0.378341 0.5 0.3 -0.1
P 0.247300 -0.464798 -2.430043 -0.2 0.0 -0.8
C 1.341942 -1.539438 -3.457513 0.2 -0.3 0.3
C 0.910407 -2.244225 -4.592602 0.4 0.1 0.2
H -0.130733 -2.204709 -4.902064 0.2 0.0 0.1
C 1.825869 -3.001262 -5.332205 0.0 0.1 0.3
H 1.481147 -3.536701 -6.215537 0.1 0.1 0.2
C 3.164851 -3.065684 -4.940047 -0.3 0.3 0.2
H 3.870373 -3.655676 -5.517282 -0.1 0.1 0.1
C 3.594043 -2.369395 -3.803484 -0.1 -0.1 -0.1
H 4.639197 -2.408460 -3.502716 -0.2 0.0 0.0
C 2.688739 -1.622588 -3.051920 -0.3 -0.1 -0.4
H 3.012317 -1.087579 -2.158156 0.0 -0.1 -0.2
C -1.401614 -0.901371 -3.138766 -0.2 -0.1 0.2
C -2.032321 -2.045622 -2.608906 -0.1 0.4 -0.4
H -1.535416 -2.625066 -1.830070 -0.1 0.1 -0.1
C -3.276866 -2.439965 -3.094973 0.0 0.1 -0.1
H -3.759768 -3.324314 -2.681708 0.1 0.2 -0.1
C -3.903201 -1.706562 -4.110006 0.4 0.1 0.1
H -4.872578 -2.017348 -4.486912 0.1 0.0 0.1
C -3.279355 -0.573700 -4.637718 0.1 -0.1 0.2
H -3.754515 0.000264 -5.431490 0.0 -0.1 0.2
C -2.035239 -0.162003 -4.149010 -0.1 -0.4 0.2
H -1.562288 0.729847 -4.555567 -0.1 -0.2 0.1
C 0.547261 1.180656 -3.215371 0.1 0.3 0.4
C 1.255040 1.364963 -4.413415 -0.3 0.3 0.3
H 1.687016 0.514227 -4.934471 -0.1 0.1 0.1
C 1.402481 2.653010 -4.941438 -0.1 -0.1 0.3
H 1.942132 2.784655 -5.877150 -0.1 0.0 0.2
C 0.863516 3.755687 -4.273157 -0.1 -0.4 0.1
H 0.984507 4.752142 -4.685787 0.0 -0.1 0.1
C 0.171519 3.573224 -3.070692 0.0 -0.1 -0.1
H -0.256021 4.427155 -2.548222 0.1 -0.1 -0.1
C 0.025892 2.297398 -2.532868 0.3 -0.2 -0.5
H -0.485290 2.153828 -1.581087 0.1 0.1 -0.2
C -0.167578 3.632794 5.012579 -0.2 0.2 0.3
C 0.044163 2.165926 4.707416 0.2 0.1 0.1
C 1.548306 1.887312 4.780408 0.2 -0.1 0.1
O -0.371235 1.895268 3.349055 -0.1 -0.8 0.8
B -0.734791 0.545206 3.381542 0.4 0.8 -2.8
O -1.035248 0.054467 4.611372 0.4 0.3 -0.1
C -0.827838 1.161166 5.543503 -0.4 -0.3 -0.1
C -0.205350 0.537103 6.773392 0.2 0.1 0.2
C -2.223516 1.682755 5.864323 -0.1 0.3 0.1
H 0.133461 3.808047 6.046566 0.0 0.2 0.1
H -1.205903 3.958966 4.895603 0.2 -0.2 -0.1
H 0.473233 4.250386 4.374549 -0.2 -0.2 0.0
H 2.069166 2.572086 4.097277 -0.2 -0.1 0.2
H 1.911968 2.064060 5.801452 0.1 -0.1 -0.2
H 1.825948 0.868182 4.460598 -0.3 0.3 0.2
H -0.051374 1.309338 7.532680 0.1 -0.1 0.1
H -0.892874 -0.218102 7.180301 0.2 0.2 -0.1
H 0.753891 0.047759 6.556522 -0.3 0.2 0.0
H -2.736313 2.076393 4.975699 0.3 0.0 0.2
H -2.833518 0.858532 6.253838 0.2 0.1 0.0
H -2.168915 2.467478 6.628751 -0.1 -0.1 -0.1
```
Positions in Å, forces in eV/Å.

The value obtained for the LUMO energy (alpha / beta) is 0.01356 / -0.00017 Ha. As for the spin multiplicity: 2. As for the HOMO-LUMO gap (alpha / beta): 6.86 / 6.22 eV. The value obtained for the energy above the lowest of the compared OMol25 structures with the same formula, charge and spin is 0.00 kcal/mol. The calculation puts the HOMO energy (alpha / beta) at -6.4914 / -6.2243 eV.

Here are the natural (NBO) charges for atoms 1 to 8, given in e: number 1, C, carries -0.30; number 2, C, carries -0.37; number 3, C, carries -0.40; number 4, H, carries 0.24; number 5, C, carries -0.42; number 6, C, carries -0.36; number 7, H, carries 0.26; number 8, H, carries 0.26

***

ORCA calculation (ωB97M-V/def2-TZVPD) on a molecular structure, C14H26BeN6O6.

Geometry as XYZ:
```
53
Properties=species:S:1:pos:R:3:forces:R:3
O 2.725432 -2.921138 -1.338762 -0.8 0.6 -0.5
H 3.407792 -3.214806 -2.007678 -0.6 -0.1 1.9
Be -0.295576 -1.182306 -1.768470 0.0 3.3 1.4
N 0.742838 0.143458 -1.349558 2.4 1.6 -1.2
N 2.206590 -0.453169 0.511484 0.1 1.2 -2.2
N -1.553801 -1.406812 -0.519598 -2.3 -0.7 0.6
N -0.241373 -1.525208 1.719661 -2.6 -0.4 -0.1
O -0.180759 0.311835 -2.378826 -0.8 -1.1 -1.1
O -2.342341 -1.230897 -1.718198 -0.3 -0.1 0.1
O 0.358572 -1.195862 2.894430 -0.5 -0.4 -0.8
O 2.470800 -0.149583 1.716648 0.9 -0.4 1.1
C 2.842011 0.239508 -0.475171 -0.3 -1.6 1.5
C 2.011474 0.472852 -1.625404 -1.9 -1.1 1.4
C -2.283161 -1.751961 0.510477 1.9 1.4 -0.6
C -1.545714 -1.665398 1.788842 1.9 -0.2 0.7
C 2.535818 1.125920 -2.866540 -0.7 0.1 0.0
H 3.128906 0.410965 -3.454793 -0.1 0.2 0.1
H 3.161830 1.987000 -2.609661 -0.1 -0.2 -0.1
H 1.680003 1.466520 -3.459072 0.2 -0.1 0.0
C 4.205006 0.808103 -0.303184 -0.2 0.7 0.2
H 4.873563 0.055236 0.166079 -0.3 0.6 -0.2
H 4.134198 1.704276 0.352240 0.5 -0.4 -0.3
H 4.557531 1.097022 -1.312548 0.2 -0.1 0.8
C -3.778165 -1.876945 0.541060 0.1 -0.2 -0.2
C -2.258323 -1.564874 3.104864 -0.1 0.1 0.3
H -4.096933 -2.510386 -0.295716 -0.1 0.3 0.2
H -4.231966 -0.870322 0.451476 0.2 -0.5 -0.1
H -4.098708 -2.324766 1.498322 0.2 0.2 -0.6
H -1.535422 -1.174555 3.826214 -0.3 0.0 -0.1
H -2.590065 -2.540763 3.494624 0.0 0.2 -0.3
H -3.111173 -0.877535 3.061048 0.1 -0.2 0.0
H -2.072808 -0.306313 -1.922962 -0.1 0.0 -0.4
H 1.160112 -0.802099 2.461046 1.5 0.5 0.5
C 2.414782 -3.435405 0.301128 -0.8 -0.5 -2.4
H 3.436706 -3.388691 0.476700 1.6 -0.9 1.0
H 1.881861 -4.298933 -0.094658 0.7 -0.5 0.9
H 1.811114 -2.907320 1.048325 0.0 1.2 -1.3
O 0.457489 -2.399257 -1.915776 0.9 -3.4 -1.0
H 1.761647 -2.850763 -1.824292 -0.1 1.1 0.6
H -0.060409 -3.102336 -1.516919 -0.1 -0.3 -0.1
N -2.324290 5.349921 0.439130 -0.3 1.4 0.1
C -1.877244 4.073952 0.386694 0.6 -1.2 -0.1
C -0.629066 3.693263 0.951811 -0.4 -0.6 -0.3
C -0.269150 2.335662 0.911645 -0.8 0.7 -0.3
N -1.054528 1.398479 0.360503 0.2 -0.3 0.2
C -2.186410 1.756035 -0.235593 0.3 1.3 0.6
C -2.646880 3.073056 -0.254136 0.4 -0.1 0.3
H -1.805182 6.089409 0.902503 -0.2 -0.6 -0.2
H -3.219590 5.608040 0.048415 0.3 -0.2 0.1
H 0.032241 4.429646 1.420241 -0.3 -0.2 -0.2
H 0.687950 2.007892 1.335460 -0.4 0.0 -0.1
H -2.799590 0.985304 -0.704279 0.1 0.1 0.2
H -3.597640 3.305045 -0.729276 0.2 0.1 0.1
```
Positions in Å, forces in eV/Å.

The value obtained for the LUMO energy is -0.01488 Ha. As for the HOMO-LUMO gap: 5.16 eV. The value obtained for the energy above the lowest of the compared OMol25 structures with the same formula, charge and spin is 28.98 kcal/mol. The calculation puts the HOMO energy at -5.5694 eV.

Here are the natural (NBO) charges for atoms 1 to 8, given in e: number 1, O, carries -0.79; number 2, H, carries 0.53; number 3, Be, carries 1.70; number 4, N, carries -0.35; number 5, N, carries -0.03; number 6, N, carries -0.29; number 7, N, carries -0.04; number 8, O, carries -0.88

***

ORCA calculation (ωB97M-V/def2-TZVPD) on a molecular structure, C17H26BaCl2N4O8.

Geometry as XYZ:
```
58
Properties=species:S:1:pos:R:3:forces:R:3
Ba 0.389591 -0.301415 -0.305730 -0.7 0.1 0.6
O 0.117880 4.030895 -1.851714 -0.1 0.0 0.0
C -0.314548 3.201356 -1.043309 0.0 -0.4 0.2
O -0.395167 1.943988 -1.160780 -0.2 0.7 -0.7
C -0.909857 3.706096 0.283270 0.1 0.2 0.3
N -0.611520 2.922077 1.478306 0.1 -0.1 -0.2
C -1.749377 2.846496 2.374625 0.1 0.1 0.0
C -2.634832 1.623078 2.153319 0.0 0.0 0.0
N -1.941733 0.349946 2.252525 0.0 -0.4 -0.1
C -1.295629 0.183856 3.542972 -0.2 0.2 0.0
C -0.318978 -0.968546 3.642435 0.1 0.0 -0.1
N 0.814934 -0.892248 2.726574 0.5 -0.1 -0.3
C 1.786680 0.159056 3.098505 -0.1 -0.1 0.0
C 2.737697 0.715084 2.009984 -0.2 0.2 -0.2
N 2.161044 1.589538 0.958202 0.5 -0.6 -0.9
C 1.912052 2.973626 1.355660 0.0 -0.2 0.0
C 0.634622 3.269124 2.138243 -0.2 0.1 0.0
C 3.094851 1.632840 -0.243822 0.0 -0.2 0.3
C 3.276464 0.426956 -1.273340 -0.7 0.1 0.0
O 4.436167 0.090392 -1.499894 0.1 0.1 0.1
O 2.213764 0.040176 -1.864185 1.4 0.4 -0.2
C 1.446255 -2.224432 2.690422 0.3 0.0 0.3
C 2.454539 -2.458991 1.555437 -0.4 0.3 -0.6
O 3.519126 -3.030535 1.808335 0.0 0.0 0.1
O 2.018239 -2.041435 0.439591 0.8 -0.6 0.3
C -2.849839 -0.774853 1.948341 0.0 0.3 0.4
C -2.214014 -1.961734 1.189834 0.3 0.2 -0.3
O -2.326974 -3.110622 1.634174 -0.2 0.2 0.2
O -1.635964 -1.587955 0.126648 -0.9 -0.9 0.2
H -1.992629 3.663046 0.136871 0.0 0.0 -0.1
H -0.640744 4.765316 0.431941 0.0 0.0 0.0
H -2.390021 3.738033 2.271686 0.0 0.0 0.0
H -1.393134 2.874544 3.405413 0.0 0.0 0.0
H -3.083794 1.681290 1.158069 0.1 0.0 0.0
H -3.470623 1.683954 2.883193 0.0 0.0 0.0
H -2.059617 0.040999 4.335400 0.0 0.0 0.0
H -0.774477 1.106021 3.791570 0.0 0.0 0.0
H -0.838211 -1.906849 3.440329 0.0 0.0 -0.1
H 0.020751 -1.029780 4.694886 0.0 0.0 0.0
H 2.440381 -0.236847 3.895843 0.0 0.0 0.0
H 1.230279 0.979368 3.545669 0.0 0.0 0.0
H 3.234027 -0.121856 1.518545 -0.1 0.0 -0.1
H 3.542341 1.273844 2.520040 -0.1 0.0 0.2
H 1.884643 3.573432 0.445073 -0.1 0.0 0.0
H 2.767929 3.360692 1.940508 -0.1 0.0 0.1
H 0.669254 4.355554 2.365947 0.0 0.0 0.0
H 0.648462 2.758816 3.099488 0.1 0.0 0.0
H 4.107921 1.881999 0.097949 0.0 0.1 0.0
H 2.727240 2.433977 -0.886775 0.0 0.0 0.0
H 0.651638 -2.956728 2.530775 0.0 0.0 0.0
H 1.976810 -2.457762 3.629001 -0.2 0.1 0.2
H -3.633908 -0.384229 1.295951 0.0 -0.1 -0.1
H -3.330713 -1.138194 2.870736 0.0 0.0 0.0
Cl -3.654483 0.471925 -2.469891 0.6 -0.1 -0.2
C -2.087767 0.572938 -3.378640 -0.4 0.0 0.2
Cl -1.160689 -0.926195 -3.382659 -0.2 -0.1 0.1
H -1.475762 1.331557 -2.896241 0.0 0.1 0.0
H -2.359821 0.781762 -4.403427 0.1 0.2 0.0
```
Positions in Å, forces in eV/Å.

The value obtained for the LUMO energy is 0.15539 Ha. As for the HOMO-LUMO gap: 7.26 eV. The value obtained for the energy above the lowest of the compared OMol25 structures with the same formula, charge and spin is 0.00 kcal/mol. Its charge is -2. The calculation puts the HOMO energy at -3.0282 eV.

Here are the Löwdin charges for atoms 1 to 8, given in e: number 1, Ba, carries 2.02; number 2, O, carries -0.02; number 3, C, carries -0.70; number 4, O, carries -0.30; number 5, C, carries -0.11; number 6, N, carries -0.14; number 7, C, carries -0.21; number 8, C, carries -0.19